No. 1
{"formula": "C52H46N8Si2V", "method": "wB97M-V/def2-TZVPD", "symbols": ["V", "C", "C", "C", "C", "N", "C", "N", "C", "N", "C", "N", "C", "C", "C", "C", "C", "N", "C", "C", "C", "C", "C", "C", "H", "H", "H", "H", "H", "H", "H", "H", "H", "H", "H", "H", "C", "C", "C", "C", "C", "C", "N", "N", "Si", "C", "C", "C", "H", "H", "H", "H", "H", "H", "H", "H", "H", "H", "H", "H", "H", "H", "H", "N", "C", "C", "C", "C", "C", "C", "C", "H", "H", "H", "H", "C", "C", "C", "C", "C", "C", "Si", "C", "C", "C", "C", "C", "C", "C", "C", "C", "C", "C", "C", "H", "H", "H", "H", "H", "H", "H", "H", "H", "H", "H", "H", "H", "H", "H"], "positions_angstrom": [[0.261809, 0.040640, 0.160405], [-4.143375, -0.438834, -0.827608], [-4.401509, -1.793638, -1.089556], [-3.353422, -2.669759, -1.128932], [-2.028447, -2.208799, -0.881109], [-1.798699, -0.907323, -0.582637], [-2.834466, -0.072061, -0.588158], [-1.049632, -3.108982, -0.950924], [0.229872, -2.804826, -0.874555], [0.842778, -1.567994, -0.839239], [2.195820, -1.767241, -1.065049], [3.180883, -0.920571, -1.340846], [3.131523, 0.408120, -1.392834], [4.313807, 1.053536, -1.872169], [4.391214, 2.414943, -1.932641], [3.287089, 3.175793, -1.517756], [2.170761, 2.493954, -1.084791], [2.062525, 1.167487, -1.020759], [2.470723, -3.182148, -1.087310], [3.656394, -3.912154, -1.147988], [3.582246, -5.289421, -1.081442], [2.339911, -5.945089, -0.964075], [1.160132, -5.229152, -0.914313], [1.229822, -3.838216, -0.968225], [-4.938376, 0.295257, -0.811531], [-5.417088, -2.138141, -1.253055], [-3.485940, -3.725162, -1.322068], [-2.597616, 0.969865, -0.392205], [5.138281, 0.421537, -2.170956], [5.291998, 2.903882, -2.287762], [3.305814, 4.257335, -1.527260], [1.305352, 3.057233, -0.750154], [4.605292, -3.394148, -1.220318], [4.489178, -5.883314, -1.115252], [2.319933, -7.027005, -0.888882], [0.198712, -5.719799, -0.814204], [0.076938, 2.711738, 3.263934], [-0.509721, 3.042520, 1.924122], [-1.141523, 4.261288, 1.734278], [-1.750783, 4.519469, 0.503322], [-1.667654, 3.589413, -0.497813], [-0.936336, 2.386905, -0.273777], [-0.405706, 2.127449, 0.953580], [-0.694430, 1.445730, -1.180186], [-0.833015, 1.581973, -2.877061], [-2.591157, 1.405206, -3.600646], [-0.264641, 3.273353, -3.580399], [0.267903, 0.295735, -3.705583], [0.050398, 3.575952, 3.926907], [1.106064, 2.374038, 3.150443], [-0.496426, 1.902228, 3.714742], [-1.187387, 4.981887, 2.539167], [-2.286519, 5.449727, 0.346465], [-2.146697, 3.738006, -1.456443], [-3.312087, 2.057070, -3.098506], [-2.956492, 0.381093, -3.505751], [-2.588967, 1.668191, -4.662242], [-1.049678, 4.033008, -3.544161], [0.037040, 3.158366, -4.624718], [0.595600, 3.659009, -3.028018], [0.231655, -0.650257, -3.160900], [1.307414, 0.631282, -3.714244], [-0.040745, 0.113387, -4.738693], [6.489497, -0.783583, 4.174262], [5.516998, -0.659200, 3.566395], [4.313595, -0.492021, 2.830942], [3.518076, -1.587818, 2.482724], [2.335711, -1.396194, 1.799668], [1.873828, -0.129960, 1.386364], [2.701245, 0.943626, 1.759062], [3.881668, 0.785152, 2.459067], [3.835440, -2.587315, 2.756578], [1.742658, -2.280458, 1.588262], [2.415372, 1.953241, 1.483698], [4.494299, 1.643454, 2.712994], [1.382161, -1.829318, 6.323295], [0.407363, -2.705526, 5.872502], [-0.265916, -2.462680, 4.680434], [0.006091, -1.342664, 3.886943], [0.980176, -0.469853, 4.384395], [1.662917, -0.699657, 5.569327], [-0.917235, -0.950793, 2.186709], [-2.287245, 0.215999, 2.919041], [-2.548846, 0.326984, 4.287649], [-3.564631, 1.142383, 4.770105], [-4.344717, 1.883901, 3.893624], [-4.092465, 1.804336, 2.531265], [-3.078413, 0.982237, 2.061112], [-1.948099, -2.597242, 2.177245], [-3.324906, -2.638073, 2.395509], [-4.014326, -3.841829, 2.485622], [-3.340017, -5.044805, 2.351258], [-1.970511, -5.029828, 2.113453], [-1.294302, -3.824815, 2.022652], [1.904260, -2.010492, 7.256212], [0.162444, -3.586975, 6.456378], [-1.030186, -3.164879, 4.379054], [1.222502, 0.417373, 3.819085], [2.422372, 0.002520, 5.895794], [-1.943771, -0.240710, 4.985563], [-3.750153, 1.196103, 5.838081], [-5.145379, 2.512037, 4.268429], [-4.685006, 2.385482, 1.832671], [-2.891756, 0.930263, 0.998874], [-3.870078, -1.708461, 2.516923], [-5.085751, -3.834425, 2.659240], [-3.875659, -5.984626, 2.432131], [-1.425584, -5.962523, 2.013264], [-0.223314, -3.840058, 1.848513]], "forces_ev_per_a": [[-1.617, 1.628, -1.206], [0.102, -0.038, -0.033], [0.152, -0.035, -0.008], [-0.157, 0.183, 0.024], [0.146, -0.241, -0.088], [0.187, 0.311, 0.219], [-0.905, -0.092, -0.813], [-0.510, -0.387, 0.135], [0.343, 0.016, -0.117], [1.023, -1.045, -0.720], [0.068, -0.271, -0.315], [0.136, 0.016, 0.106], [-0.009, 0.059, -0.053], [0.042, 0.214, -0.049], [-0.035, -0.145, 0.031], [-0.079, 0.058, 0.032], [0.018, 0.302, -0.028], [-0.150, -0.643, 0.216], [-0.394, -0.090, 0.090], [0.113, 0.011, -0.042], [0.068, 0.045, -0.035], [-0.087, -0.038, 0.029], [-0.079, -0.104, -0.018], [0.339, 0.321, 0.068], [0.057, 0.044, 0.058], [0.014, -0.018, -0.029], [0.048, 0.002, 0.008], [-0.232, -0.640, -0.843], [-0.024, -0.052, 0.020], [0.020, -0.033, -0.003], [-0.065, -0.004, 0.009], [0.035, -0.053, -0.025], [-0.007, -0.006, -0.024], [0.012, 0.023, 0.025], [-0.020, 0.002, -0.038], [0.004, 0.007, -0.002], [0.002, -0.019, -0.167], [0.072, 0.062, 0.205], [-0.100, 0.094, -0.088], [0.093, -0.115, 0.108], [-0.102, -0.067, -0.026], [0.173, 0.492, -0.379], [0.010, 0.024, -0.106], [0.370, 0.510, 0.035], [0.164, 0.124, -1.012], [0.167, -0.127, 0.323], [-0.058, -0.105, 0.384], [-0.208, 0.052, 0.210], [-0.023, 0.017, -0.002], [-0.023, 0.018, 0.051], [0.028, -0.001, 0.053], [0.006, -0.049, 0.040], [-0.013, -0.008, -0.018], [0.031, 0.041, -0.021], [0.012, -0.001, 0.026], [-0.039, -0.029, 0.030], [0.106, 0.018, -0.009], [-0.024, -0.008, 0.003], [-0.025, -0.092, -0.015], [0.019, -0.005, -0.050], [0.015, -0.002, -0.007], [0.004, -0.010, 0.051], [-0.047, 0.054, -0.011], [-0.022, 0.005, -0.032], [0.397, -0.066, 0.244], [-0.604, 0.106, -0.337], [0.210, -0.053, 0.088], [0.115, 0.130, -0.005], [1.168, -0.413, 0.991], [-0.096, -0.042, 0.033], [0.203, -0.033, 0.145], [-0.016, 0.002, 0.032], [-0.010, -0.009, -0.079], [0.048, 0.012, -0.069], [-0.029, 0.021, 0.011], [-0.026, 0.019, 0.054], [0.018, -0.033, 0.110], [-0.009, 0.072, 0.030], [0.036, 0.020, -0.233], [-0.060, 0.065, 0.023], [-0.037, 0.090, 0.009], [-0.344, -0.580, 1.542], [0.172, 0.041, -0.109], [-0.040, -0.092, -0.044], [-0.010, 0.005, 0.094], [-0.055, -0.004, -0.009], [-0.045, 0.008, 0.043], [-0.019, 0.188, 0.367], [0.111, 0.197, -0.299], [0.061, 0.058, 0.035], [-0.107, -0.010, -0.030], [-0.013, 0.002, -0.008], [0.034, -0.087, 0.050], [-0.044, 0.022, -0.017], [0.028, -0.048, -0.026], [-0.007, -0.009, -0.017], [-0.003, -0.036, -0.013], [0.095, -0.080, 0.012], [0.000, -0.001, -0.001], [-0.054, 0.015, 0.046], [0.011, 0.011, -0.003], [0.021, 0.031, 0.012], [-0.003, 0.015, -0.016], [-0.245, 0.322, 1.308], [-0.036, -0.028, -0.011], [0.009, -0.010, 0.006], [0.017, -0.004, -0.017], [-0.007, 0.014, -0.050], [0.026, -0.008, -0.048]], "total_charge": -2, "multiplicity": 4, "homo_ha": [-0.0022, -0.0826], "de_lowest_kcal_mol": 25.87, "e_lumo_ha": [0.1581, 0.1580], "e_tot_ha": -3970.3772}

---

No. 2
{"formula": "C52H48F4HfN3O3P2S2", "method": "wB97M-V/def2-TZVPD", "symbols": ["Hf", "C", "N", "C", "C", "C", "N", "C", "C", "F", "C", "F", "C", "C", "F", "C", "F", "H", "H", "H", "H", "H", "H", "H", "H", "H", "H", "H", "S", "P", "C", "P", "S", "C", "C", "C", "C", "C", "C", "C", "C", "C", "C", "C", "C", "C", "C", "C", "C", "C", "C", "C", "C", "C", "C", "C", "C", "H", "H", "H", "H", "H", "H", "H", "H", "H", "H", "H", "H", "H", "H", "H", "H", "H", "H", "H", "H", "C", "C", "O", "H", "H", "H", "C", "C", "C", "C", "C", "C", "N", "C", "C", "C", "C", "C", "C", "C", "O", "O", "C", "C", "H", "H", "H", "H", "H", "H", "H", "H", "H", "H", "H", "H", "H", "H"], "positions_angstrom": [[1.047566, 1.426405, -0.796907], [1.346233, 4.328177, -2.676911], [2.069713, 3.064966, -2.470881], [2.316630, 2.477767, -3.801567], [3.383027, 3.355629, -1.864495], [3.294948, 3.745415, -0.400286], [2.320318, 2.929599, 0.311214], [2.273181, 3.050232, 1.656083], [1.283971, 2.333697, 2.361437], [0.407701, 1.609017, 1.613065], [1.119493, 2.339037, 3.719792], [0.135662, 1.598517, 4.258400], [1.943692, 3.091925, 4.537078], [2.910318, 3.830573, 3.889185], [3.743835, 4.598337, 4.620918], [3.081574, 3.829009, 2.517907], [4.072863, 4.622317, 2.040958], [1.911819, 4.960479, -3.374808], [1.229586, 4.856575, -1.734120], [0.358705, 4.120628, -3.082755], [2.976460, 3.140538, -4.377218], [1.373350, 2.354912, -4.325506], [2.772558, 1.498322, -3.695270], [3.865709, 4.166961, -2.427779], [3.993726, 2.464178, -1.968287], [3.048149, 4.810987, -0.307794], [4.302204, 3.623164, 0.005495], [1.835425, 3.103329, 5.610084], [-0.759073, 3.563927, -0.485562], [-1.962542, 1.971887, -0.216841], [-1.104733, 0.549530, -0.598166], [-1.416561, -0.083715, -2.154564], [-0.892417, 1.117327, -3.664335], [-0.580317, -1.702596, -2.294707], [-0.219727, -2.408595, -1.152814], [0.376607, -3.658852, -1.258700], [0.611700, -4.208536, -2.511594], [0.255899, -3.503157, -3.655511], [-0.335586, -2.253279, -3.547841], [-3.157726, -0.632334, -2.334289], [-3.931125, -0.271287, -3.427640], [-5.247149, -0.708613, -3.526349], [-5.791859, -1.510611, -2.535354], [-5.019300, -1.877212, -1.438839], [-3.708831, -1.439125, -1.339638], [-3.542753, 2.271265, -1.090394], [-4.725258, 1.675817, -0.653631], [-5.906394, 1.863497, -1.354799], [-5.917242, 2.653298, -2.496624], [-4.744440, 3.249952, -2.935305], [-3.560256, 3.058387, -2.237113], [-2.522468, 1.933170, 1.519563], [-2.869562, 0.717720, 2.094470], [-3.330623, 0.665456, 3.403063], [-3.442593, 1.833002, 4.143265], [-3.099896, 3.052057, 3.571052], [-2.644370, 3.103448, 2.261963], [-0.389403, -1.958147, -0.181058], [0.657343, -4.197521, -0.361679], [1.077870, -5.183016, -2.596986], [0.449052, -3.924714, -4.634928], [-0.587567, -1.681994, -4.433524], [-3.495504, 0.368301, -4.186387], [-5.849625, -0.412093, -4.376591], [-6.818416, -1.848468, -2.612336], [-5.440356, -2.504248, -0.662088], [-3.101776, -1.715513, -0.484110], [-4.724395, 1.057366, 0.235268], [-6.816670, 1.387491, -1.011865], [-6.839874, 2.799539, -3.045562], [-4.746676, 3.861988, -3.828957], [-2.638423, 3.509236, -2.578923], [-2.761381, -0.181966, 1.499838], [-3.589267, -0.288721, 3.847370], [-3.787550, 1.794445, 5.169299], [-3.177643, 3.963587, 4.150805], [-2.353464, 4.047721, 1.817382], [3.576410, -1.425757, -2.671816], [2.908152, -0.488020, -1.719111], [1.749673, 0.062666, -2.145391], [3.707501, -0.935220, -3.638348], [2.933533, -2.296268, -2.813226], [4.543322, -1.748157, -2.289251], [-2.141018, -3.836800, 3.538491], [-0.767999, -4.156057, 3.006013], [-0.379860, -5.483637, 2.847241], [0.877154, -5.789565, 2.348647], [1.745786, -4.779919, 1.972721], [1.365773, -3.443958, 2.119649], [2.134647, -2.387282, 1.649308], [3.502539, -2.317946, 1.443158], [4.405186, -3.122863, 2.141814], [5.770006, -2.994155, 1.941157], [6.265503, -2.050947, 1.055022], [5.374447, -1.236392, 0.369232], [4.003925, -1.355169, 0.540836], [3.070969, -0.480333, -0.242548], [3.754023, 0.510171, -1.062394], [1.994921, 0.024668, 0.413345], [0.115537, -3.126303, 2.677234], [-0.253397, -1.683114, 2.886588], [-2.731258, -4.746080, 3.649946], [-2.678599, -3.160825, 2.869307], [-2.089385, -3.346512, 4.513899], [-1.070232, -6.276473, 3.110153], [1.173506, -6.823811, 2.221511], [2.698673, -5.019650, 1.520656], [1.640172, -1.562589, 1.324524], [4.030462, -3.835909, 2.863267], [6.448425, -3.630250, 2.497069], [7.331589, -1.940629, 0.905032], [5.733952, -0.482385, -0.318293], [0.625675, -1.078817, 3.109603], [-0.947734, -1.566059, 3.717271], [-0.718072, -1.235446, 2.002914]], "forces_ev_per_a": [[-0.359, 0.540, 0.058], [-0.012, 0.001, 0.018], [0.015, -0.167, -0.010], [-0.001, 0.019, -0.008], [0.000, -0.021, 0.014], [-0.031, 0.047, 0.011], [0.034, -0.115, -0.037], [-0.048, 0.045, -0.005], [-0.047, 0.041, -0.042], [0.073, -0.128, -0.001], [-0.001, -0.018, 0.031], [-0.007, -0.001, -0.007], [-0.014, 0.003, 0.000], [0.012, 0.003, -0.003], [0.001, 0.004, -0.004], [0.001, 0.009, 0.006], [0.008, 0.004, -0.004], [-0.002, 0.000, -0.002], [-0.002, -0.001, -0.005], [0.000, -0.006, 0.004], [-0.009, 0.011, 0.002], [-0.003, -0.021, 0.015], [0.020, 0.014, 0.005], [0.013, -0.002, -0.008], [-0.024, -0.018, 0.011], [-0.007, 0.004, -0.003], [0.001, 0.017, 0.006], [0.003, -0.001, -0.002], [-0.004, -0.002, 0.072], [-0.035, -0.065, 0.083], [0.161, 0.031, -0.095], [0.047, -0.052, -0.065], [-0.083, -0.065, -0.046], [-0.001, -0.005, 0.046], [-0.004, -0.001, -0.003], [0.007, -0.007, -0.014], [-0.002, 0.019, 0.011], [0.001, 0.006, 0.003], [-0.003, -0.002, 0.008], [-0.021, 0.027, -0.001], [-0.020, -0.020, 0.008], [0.024, -0.020, 0.003], [0.007, 0.001, -0.006], [0.014, -0.011, -0.002], [-0.007, -0.008, -0.021], [-0.010, -0.031, -0.019], [-0.020, 0.031, -0.014], [0.019, 0.016, 0.027], [0.011, 0.020, 0.011], [-0.005, -0.010, 0.002], [-0.002, -0.002, 0.008], [-0.032, 0.082, -0.009], [-0.001, -0.012, 0.001], [0.013, -0.031, -0.021], [0.009, 0.037, -0.001], [-0.004, -0.023, 0.003], [0.027, -0.023, 0.029], [-0.001, -0.001, -0.016], [-0.010, 0.000, -0.031], [0.002, 0.002, 0.002], [-0.001, -0.001, 0.002], [0.000, 0.001, 0.002], [0.003, -0.002, 0.003], [0.000, 0.001, 0.001], [-0.002, 0.000, 0.000], [-0.001, -0.001, 0.003], [0.003, -0.009, -0.006], [-0.014, 0.017, -0.010], [0.004, -0.004, -0.001], [0.000, 0.000, -0.001], [0.000, 0.000, 0.001], [-0.003, 0.001, 0.000], [0.037, -0.037, 0.041], [-0.002, 0.007, -0.002], [0.002, -0.002, -0.001], [0.001, -0.001, 0.000], [0.001, -0.007, -0.005], [-0.021, -0.023, -0.004], [-0.074, 0.003, 0.039], [0.119, 0.025, 0.053], [0.024, 0.005, 0.006], [-0.003, 0.010, -0.021], [-0.009, -0.014, 0.006], [-0.007, -0.006, -0.001], [-0.001, -0.006, 0.036], [0.014, 0.008, -0.004], [-0.015, 0.013, 0.001], [0.021, -0.005, 0.007], [0.015, 0.015, -0.035], [0.021, 0.061, -0.058], [0.018, 0.011, -0.046], [-0.006, -0.011, -0.010], [0.010, 0.009, -0.011], [0.006, -0.017, 0.013], [-0.009, 0.021, 0.023], [-0.147, -0.138, 0.015], [0.120, 0.125, 0.010], [0.169, -0.209, -0.025], [0.128, -0.073, -0.013], [-0.041, 0.009, -0.003], [-0.032, 0.010, 0.045], [0.003, 0.000, -0.001], [0.004, -0.007, 0.003], [0.002, -0.005, -0.003], [0.004, 0.000, 0.002], [-0.001, 0.002, -0.002], [-0.015, -0.005, -0.001], [0.001, 0.021, 0.030], [0.007, 0.017, 0.005], [0.001, 0.004, 0.003], [0.000, -0.002, -0.004], [-0.004, -0.007, 0.003], [0.019, -0.003, 0.022], [-0.038, 0.015, -0.028], [-0.003, 0.042, -0.066]], "total_charge": -1, "multiplicity": 1, "homo_ha": -0.1732, "de_lowest_kcal_mol": 0.00, "e_lumo_ha": 0.0897, "e_tot_ha": -4327.1994}